24
Properties=species:S:1:pos:R:3:nbo_charge:R:1 method="wB97M-V/def2-TZVPD" homo_lumo_gap_ev=9.2 lumo_energy_ev=0.709 smiles=CCNCCCN.O e_above_lowest_kcal_mol=24.8 e_homo_ev=-8.50
C 1.7007 0.1844 1.1573 -0.641
C 1.5112 1.6447 0.7241 -0.212
N 0.2657 1.9244 0.0275 -0.624
C 0.0663 1.1693 -1.2204 -0.222
C -1.1732 0.2506 -1.2327 -0.429
C -0.8865 -1.2644 -1.3716 -0.217
N -1.5342 -1.8000 -2.5905 -0.828
H 2.0280 -0.4530 0.3358 0.198
H 2.4725 0.0963 1.9164 0.208
H 0.7735 -0.2780 1.5004 0.204
H 1.5266 2.2646 1.6125 0.191
H 2.3776 1.9224 0.1113 0.183
H -0.4643 1.7515 0.7102 0.350
H -0.0254 1.8972 -2.0252 0.187
H 0.9468 0.5725 -1.4284 0.177
H -1.7858 0.3948 -0.3521 0.207
H -1.8064 0.5500 -2.0712 0.220
H 0.1754 -1.5124 -1.2933 0.163
H -1.4133 -1.7456 -0.5577 0.190
H -1.0126 -1.4964 -3.4101 0.344
H -1.4625 -2.8121 -2.5881 0.351
O -1.0987 -1.1340 3.8008 -0.933
H -0.2480 -1.5803 3.6982 0.467
H -0.9335 -0.5464 4.5468 0.467